C2H3BrO in the gas phase at a distorted geometry. Source: the OMol25 dataset; level of theory: wB97M-V/def2-TZVPD.

```
7
Properties=species:S:1:pos:R:3
O -1.223 -1.611 0.458
C -0.618 -0.634 0.675
C 0.290 0.263 -0.554
Br 0.754 2.032 -0.265
H -0.450 -0.032 1.574
H 1.251 -0.179 -0.337
H -0.004 0.161 -1.551
```

E: -2727.20578 a.u.
E_LUMO: 0.747 eV
SMILES string: O=CCBr
orbital gap: 10.40 eV

A molecular structure, C3H3DyLiO3 at a distorted geometry. Source: the OMol25 dataset; level of theory: wB97M-V/def2-TZVPD.

```
11
Properties=species:S:1:pos:R:3
O 0.285 1.276 0.447
Li -1.394 -0.094 2.189
C 0.086 1.643 -0.858
C -0.066 -0.170 0.450
O -0.897 0.955 -1.348
C -0.874 -0.409 -0.790
H -1.920 -0.711 -0.671
H -0.468 -1.137 -1.500
H 1.266 -1.537 1.058
Dy 2.742 0.995 0.599
O 1.239 -0.810 0.424
```

total charge: +3
E: -1233.09370 a.u.
E_LUMO (spin up / spin down): -13.492 / -16.195 eV
orbital gap (spin up / spin down): 9.42 / 5.89 eV
2S+1: 6

A molecular structure, BeFH10O5 at a distorted geometry. Source: the OMol25 dataset; level of theory: wB97M-V/def2-TZVPD.

```
17
Properties=species:S:1:pos:R:3
Be 0.148 -0.802 -0.412
F 0.694 -0.282 0.907
O -0.746 0.411 -1.106
H -1.510 1.011 -0.998
H -0.299 0.695 -1.934
O 1.137 2.357 0.215
H 1.171 1.505 0.633
H 0.991 2.898 0.977
O -0.583 1.288 2.631
H -1.500 1.193 2.366
H -0.125 0.550 2.115
O 1.334 -1.280 -1.471
H 1.231 -1.952 -2.211
H 1.916 -0.602 -1.875
O -0.955 -2.108 -0.049
H -1.651 -1.866 0.543
H -1.257 -3.012 -0.337
```

total charge: +1
E: -496.71436 a.u.
E_LUMO: -4.481 eV
orbital gap: 9.21 eV

A molecular structure, C20H22N3O2PPdS3. Source: the OMol25 dataset; level of theory: wB97M-V/def2-TZVPD.

```
52
Properties=species:S:1:pos:R:3
Pd -0.072 -0.811 0.822
C -3.746 -2.391 3.144
C -3.199 -1.441 2.100
O -3.049 -0.161 2.688
P -1.735 0.759 2.361
S -1.802 1.253 0.450
S -0.139 -0.074 3.193
O -2.134 2.000 3.320
C -3.074 2.988 2.894
C -2.357 4.239 2.441
H -3.885 -3.389 2.717
H -4.708 -2.038 3.521
H -3.050 -2.461 3.980
H -3.868 -1.353 1.237
H -2.234 -1.812 1.735
H -3.705 3.195 3.761
H -3.701 2.585 2.097
H -1.699 4.603 3.232
H -3.083 5.021 2.201
H -1.756 4.028 1.556
N -5.561 -8.835 -3.545
C -4.766 -8.100 -3.162
C -3.759 -7.168 -2.678
C -2.445 -7.577 -2.547
C -1.482 -6.692 -2.082
C -1.833 -5.394 -1.752
C -3.150 -4.983 -1.887
C -4.110 -5.872 -2.346
N -0.846 -4.494 -1.281
C 0.529 -4.706 -1.207
C 1.052 -3.586 -0.662
N 0.037 -2.685 -0.386
C -1.062 -3.241 -0.763
H -2.169 -8.591 -2.804
H -0.463 -7.030 -1.975
H -3.443 -3.972 -1.646
H -5.137 -5.549 -2.452
H 1.002 -5.604 -1.554
H 2.082 -3.346 -0.451
H -2.031 -2.775 -0.700
S 1.824 0.306 -0.234
C 3.237 -0.688 0.077
C 4.363 -0.603 -0.764
C 5.494 -1.378 -0.557
C 5.556 -2.281 0.502
C 4.460 -2.370 1.351
C 3.328 -1.590 1.147
H 4.324 0.087 -1.600
H 6.337 -1.282 -1.234
H 6.437 -2.890 0.664
H 4.485 -3.055 2.193
H 2.482 -1.665 1.822
```

total charge: -1
E: -2754.04340 a.u.
E_LUMO (spin up / spin down): 1.575 / 1.576 eV
orbital gap (spin up / spin down): 5.23 / 5.11 eV
2S+1: 2

5 unconnected molecules or ions with the total composition C6H24BBrN11O5 at a distorted geometry. Source: the OMol25 dataset; level of theory: wB97M-V/def2-TZVPD.

```
48
Properties=species:S:1:pos:R:3
C -0.737 -0.701 0.429
B -1.714 -1.559 -0.385
O -1.302 -2.409 -1.361
N -3.212 -1.607 -0.081
C -3.943 -0.477 -0.165
N -5.255 -0.505 0.156
N -3.396 0.698 -0.565
Br -3.235 2.081 0.668
H -0.788 -0.960 1.485
H 0.269 -0.891 0.084
H -0.880 0.370 0.349
H -1.649 -2.259 -2.242
H -3.656 -2.336 -0.644
H -5.658 0.224 0.715
H -5.800 -1.281 -0.172
H -2.600 0.620 -1.183
C 2.758 1.272 -0.107
O 1.530 1.203 -0.172
N 3.381 2.338 0.486
N 3.578 0.319 -0.605
H 4.378 2.425 0.550
H 2.799 3.054 0.879
H 3.181 -0.480 -1.057
H 4.578 0.370 -0.559
C -4.392 -2.605 3.967
O -3.435 -3.347 4.020
N -4.578 -1.765 2.882
N -5.344 -2.535 4.941
H -5.348 -1.135 2.786
H -3.880 -1.816 2.165
H -5.229 -3.136 5.736
H -6.137 -1.924 4.903
C 5.448 -2.725 -2.110
O 5.243 -1.550 -1.838
N 4.569 -3.466 -2.851
N 6.571 -3.379 -1.699
H 4.724 -4.427 -3.087
H 3.743 -3.009 -3.182
H 7.236 -2.859 -1.158
H 6.761 -4.339 -1.915
C 1.366 6.083 -1.327
O 1.210 7.275 -1.483
N 2.598 5.512 -1.143
N 0.309 5.200 -1.317
H 2.728 4.524 -1.030
H 3.392 6.122 -1.126
H -0.606 5.581 -1.462
H 0.421 4.213 -1.173
```

total charge: +1
E: -3820.36023 a.u.
E_LUMO: -4.992 eV
orbital gap: 6.53 eV

2 unconnected molecules or ions with the total composition CH5PS2 at a distorted geometry. Source: the OMol25 dataset; level of theory: wB97M-V/def2-TZVPD.

```
9
Properties=species:S:1:pos:R:3
C 0.128 -0.875 -1.258
P -0.981 0.443 1.650
S 0.420 0.008 -2.763
S 0.659 1.103 2.848
H -0.578 -1.658 -1.534
H 0.899 -0.822 -0.571
H -1.192 1.897 1.666
H -0.799 -0.150 -3.180
H 1.443 0.054 3.142
```

E: -1178.69936 a.u.
E_LUMO (spin up / spin down): -0.899 / 0.122 eV
orbital gap (spin up / spin down): 6.83 / 7.99 eV

2 unconnected molecules or ions with the total composition H4O2. Source: the OMol25 dataset; level of theory: wB97M-V/def2-TZVPD.

```
6
Properties=species:S:1:pos:R:3
O -1.635 0.123 0.113
H -2.089 -0.431 -0.542
H -0.693 0.012 -0.107
O 1.166 0.003 -0.079
H 1.680 0.806 -0.012
H 1.571 -0.513 0.627
```

E: -152.87361 a.u.
E_LUMO: 0.692 eV
SMILES string: O.O
orbital gap: 11.50 eV

A molecular structure, C8H16Cl2LuO at a distorted geometry. Source: the OMol25 dataset; level of theory: wB97M-V/def2-TZVPD.

```
28
Properties=species:S:1:pos:R:3
Lu 2.357 -0.594 -2.429
Cl 1.021 0.421 -4.145
Cl 3.090 -2.876 -2.290
C 0.058 -1.671 1.888
H -0.538 -2.344 2.534
H 0.365 -2.252 1.003
C -0.032 0.398 0.417
C -0.698 -0.444 1.530
H 1.029 0.628 0.560
C -2.184 -0.724 1.199
H -0.717 0.197 2.431
C -2.553 -0.658 -0.284
H -2.472 -1.706 1.589
H -2.787 0.017 1.739
C -2.205 0.683 -0.917
H -2.066 -1.468 -0.839
H -3.635 -0.811 -0.378
C -0.796 1.216 -0.510
H -2.274 0.609 -2.008
H -2.949 1.432 -0.619
H -0.221 1.405 -1.440
H -0.948 2.225 -0.069
C 3.665 1.585 -0.243
O 3.075 0.634 -1.102
H 3.229 2.571 -0.440
H 4.746 1.627 -0.406
H 3.460 1.313 0.798
H 0.980 -1.412 2.432
```

total charge: -1
E: -2545.69499 a.u.
E_LUMO (spin up / spin down): 3.151 / 3.238 eV
orbital gap (spin up / spin down): 7.01 / 4.36 eV

A molecular structure, C10H12ClIrNP at a distorted geometry. Source: the OMol25 dataset; level of theory: wB97M-V/def2-TZVPD.

```
26
Properties=species:S:1:pos:R:3
C -0.058 -1.004 -0.746
C -0.946 0.110 -1.220
C -0.098 1.205 -1.629
C 1.266 0.867 -1.259
C 1.280 -0.502 -0.719
Ir 0.029 0.922 0.270
P 0.967 -2.127 -1.968
H -0.497 -1.769 -0.097
H -2.016 0.053 -1.414
H -0.433 2.083 -2.166
H 2.133 -0.915 -0.172
H 2.143 1.482 -1.501
H 2.349 -2.120 -2.355
H 0.154 -2.279 -3.118
H 1.018 -3.201 -1.067
Cl -0.881 4.736 3.939
C -0.544 3.076 3.713
C -0.293 2.218 4.779
C 0.079 0.906 4.524
C 0.151 0.469 3.205
N -0.119 1.323 2.198
C -0.488 2.597 2.398
H -0.377 2.616 5.795
H 0.353 0.212 5.321
H 0.454 -0.556 2.937
H -0.688 3.208 1.518
```

E: -1348.46690 a.u.
E_LUMO (spin up / spin down): 0.363 / -0.672 eV
orbital gap (spin up / spin down): 4.72 / 7.84 eV
2S+1: 5

C3H4S2 in the gas phase at a distorted geometry. Source: the OMol25 dataset; level of theory: wB97M-V/def2-TZVPD.

```
9
Properties=species:S:1:pos:R:3
C -0.784 1.892 1.193
C -0.688 0.950 0.460
C -0.563 -0.001 -0.624
S 0.053 -1.815 -0.327
S 1.977 -1.898 -0.783
H -0.888 2.631 2.076
H 0.126 0.250 -1.377
H -1.499 -0.293 -1.088
H 2.265 -1.717 0.469
```

E: -912.98919 a.u.
E_LUMO: 0.641 eV
SMILES string: C#CCSS
orbital gap: 9.98 eV

C4H6N4O in the gas phase at a distorted geometry. Source: the OMol25 dataset; level of theory: wB97M-V/def2-TZVPD.

```
15
Properties=species:S:1:pos:R:3
C 0.324 1.712 -1.436
C -0.698 0.643 0.355
C 0.834 -1.252 -0.636
C 1.239 0.122 -0.223
N 1.365 1.040 -1.169
N -1.433 0.149 1.225
N -0.818 1.575 -0.652
N 1.115 -2.252 0.200
O 0.205 -1.433 -1.674
H 0.063 2.361 -2.208
H 1.907 0.200 0.572
H -2.412 0.433 0.978
H -1.584 2.293 -0.652
H 1.321 -1.795 1.167
H 0.507 -3.077 0.085
```

E: -450.21747 a.u.
E_LUMO: 0.441 eV
orbital gap: 9.21 eV

9 unconnected molecules or ions with the total composition C38H37Cl8F5O2 at a distorted geometry. Source: the OMol25 dataset; level of theory: wB97M-V/def2-TZVPD.

```
90
Properties=species:S:1:pos:R:3
Cl 3.759 4.616 2.847
C 2.850 3.882 4.215
Cl 3.095 4.841 5.689
Cl 1.159 4.036 3.724
Cl 3.264 2.162 4.610
Cl 2.719 7.214 1.262
C 1.619 6.633 -0.020
Cl 2.326 6.932 -1.606
Cl 1.241 4.911 0.146
Cl 0.203 7.668 0.228
F -2.973 0.708 -0.548
C -3.038 0.852 0.806
C -3.605 -0.154 1.548
C -3.725 -0.011 2.891
C -3.284 1.161 3.497
C -2.641 2.155 2.767
C -2.543 2.050 1.432
H -3.863 -1.079 1.053
H -4.259 -0.637 3.591
H -3.467 1.217 4.560
H -2.154 2.991 3.248
H -2.174 2.838 0.792
F -6.140 -4.321 -1.959
C -4.884 -4.690 -1.569
C -4.228 -4.063 -0.501
C -2.902 -4.356 -0.245
C -2.189 -5.220 -1.096
C -2.845 -5.842 -2.188
C -4.203 -5.577 -2.403
H -4.715 -3.263 0.036
H -2.252 -3.822 0.432
H -1.153 -5.391 -0.841
H -2.221 -6.343 -2.914
H -4.689 -5.874 -3.321
F -0.903 -1.421 5.089
C -1.892 -2.293 4.880
C -1.943 -2.906 3.640
C -3.084 -3.681 3.348
C -3.937 -3.971 4.435
C -3.842 -3.324 5.648
C -2.799 -2.439 5.947
H -1.295 -2.672 2.809
H -3.150 -4.001 2.319
H -4.882 -4.435 4.194
H -4.508 -3.532 6.473
H -2.711 -1.915 6.886
F -0.613 -1.957 -0.039
C 0.096 -0.923 0.462
C 0.995 -1.039 1.555
C 1.669 0.075 1.948
C 1.593 1.285 1.219
C 0.713 1.419 0.130
C 0.063 0.246 -0.241
H 1.067 -1.910 2.190
H 2.210 0.111 2.882
H 1.955 2.171 1.719
H 0.453 2.347 -0.359
H -0.720 0.268 -0.984
F 4.497 2.028 1.093
C 5.125 2.361 -0.039
C 4.526 3.356 -0.752
C 5.122 3.910 -1.862
C 6.274 3.286 -2.432
C 6.792 2.118 -1.823
C 6.260 1.672 -0.599
H 3.555 3.705 -0.430
H 4.624 4.757 -2.308
H 6.764 3.690 -3.306
H 7.648 1.569 -2.189
H 6.665 0.795 -0.115
C 1.877 3.656 -4.958
C 1.324 2.914 -3.738
C 0.936 1.545 -3.839
O 1.426 3.470 -2.675
H 1.247 4.493 -5.259
H 2.051 3.072 -5.861
H 2.766 4.153 -4.569
H 1.819 0.905 -3.866
H 0.370 1.334 -4.746
H 0.482 1.177 -2.918
C 0.261 -4.256 -4.576
C 0.354 -2.753 -4.334
C -0.195 -2.300 -3.040
O 0.927 -2.017 -5.125
H 1.226 -4.560 -4.981
H -0.473 -4.666 -5.270
H -0.021 -4.680 -3.613
H -1.284 -2.320 -3.079
H 0.124 -1.276 -2.845
H 0.309 -2.866 -2.257
```

E: -5801.42413 a.u.
E_LUMO: 0.123 eV
SMILES string: ClC(Cl)(Cl)Cl.ClC(Cl)(Cl)Cl.Fc1ccccc1.Fc1ccccc1.Fc1ccccc1.Fc1ccccc1.Fc1ccccc1.CC(C)=O.CC(C)=O
orbital gap: 9.11 eV

A molecular structure, Cl3FLi2 at a distorted geometry. Source: the OMol25 dataset; level of theory: wB97M-V/def2-TZVPD.

```
6
Properties=species:S:1:pos:R:3
Li 0.141 0.403 0.610
Li -0.856 -0.740 -1.429
Cl 1.826 0.325 -1.575
Cl -0.422 -2.263 0.291
Cl 0.697 1.304 2.745
F -1.387 0.971 -0.641
```

total charge: -2
E: -1495.79965 a.u.
E_LUMO: 4.743 eV
orbital gap: 6.50 eV

A molecular structure, C56H53IN2P3PbS at a distorted geometry. Source: the OMol25 dataset; level of theory: wB97M-V/def2-TZVPD.

```
117
Properties=species:S:1:pos:R:3
Pb -1.164 0.558 0.788
C 5.246 -5.784 -0.128
S 6.195 -4.287 0.257
C 4.896 -3.342 1.112
C 3.965 -2.638 0.141
C 2.909 -1.850 0.913
N 2.114 -1.006 0.033
P 2.325 0.705 -0.042
C 4.114 0.778 -0.455
C 4.422 0.888 -1.808
C 5.740 0.906 -2.227
C 6.762 0.835 -1.294
C 6.461 0.741 0.055
C 5.145 0.707 0.477
C 2.381 1.188 1.728
C 1.713 0.477 2.722
C 1.726 0.925 4.033
C 2.394 2.093 4.359
C 3.033 2.825 3.369
C 3.023 2.380 2.060
P 0.498 -1.338 -0.470
C 0.483 -3.150 -0.258
C -0.002 -3.629 0.956
C 0.128 -4.969 1.268
C 0.730 -5.831 0.366
C 1.168 -5.363 -0.862
C 1.046 -4.022 -1.181
C 0.657 -1.093 -2.270
C -0.465 -0.675 -2.976
C -0.390 -0.463 -4.341
C 0.807 -0.664 -5.008
C 1.930 -1.079 -4.308
C 1.859 -1.291 -2.942
H 5.937 -6.480 -0.589
H 4.441 -5.547 -0.817
H 4.853 -6.204 0.793
H 5.419 -2.616 1.734
H 4.351 -4.034 1.753
H 3.472 -3.367 -0.505
H 4.547 -1.959 -0.485
H 3.416 -1.219 1.650
H 2.267 -2.552 1.457
H 3.615 0.953 -2.527
H 5.971 0.982 -3.279
H 7.791 0.861 -1.617
H 7.256 0.696 0.783
H 4.925 0.631 1.532
H 1.194 -0.444 2.481
H 1.220 0.357 4.799
H 2.411 2.439 5.380
H 3.549 3.739 3.619
H 3.525 2.948 1.287
H -0.479 -2.946 1.649
H -0.227 -5.343 2.216
H 0.850 -6.873 0.617
H 1.616 -6.047 -1.568
H 1.387 -3.654 -2.139
H -1.401 -0.512 -2.455
H -1.265 -0.142 -4.886
H 0.862 -0.502 -6.074
H 2.861 -1.244 -4.831
H 2.734 -1.600 -2.389
I -0.695 3.199 2.592
C 0.302 3.882 0.825
C 0.902 5.127 0.783
C 1.538 5.470 -0.401
C 1.541 4.576 -1.463
C 0.904 3.360 -1.299
N 0.300 3.032 -0.168
H 0.881 5.793 1.630
H 2.026 6.428 -0.494
H 2.030 4.818 -2.393
H 0.873 2.611 -2.079
C -5.078 0.366 -0.381
P -3.558 1.392 -0.275
C -3.954 2.618 1.024
C -4.365 2.171 2.277
C -4.545 3.070 3.312
C -4.305 4.420 3.109
C -3.892 4.869 1.867
C -3.709 3.975 0.827
C -3.711 2.406 -1.784
C -4.865 3.155 -2.001
C -4.967 3.957 -3.120
C -3.922 4.014 -4.030
C -2.771 3.271 -3.820
C -2.666 2.468 -2.696
H -5.954 1.002 -0.487
H -5.176 -0.257 0.504
H -4.993 -0.276 -1.256
H -4.528 1.118 2.449
H -4.863 2.719 4.281
H -4.428 5.115 3.923
H -3.698 5.919 1.709
H -3.378 4.336 -0.137
H -5.672 3.130 -1.281
H -5.859 4.543 -3.285
H -4.005 4.640 -4.903
H -1.958 3.319 -4.530
H -1.770 1.890 -2.517
C -4.781 -3.655 -0.607
C -3.640 -3.011 -1.107
C -2.926 -2.166 -0.306
C -3.263 -1.944 1.046
C -2.569 -1.001 1.861
C -2.932 -0.936 3.188
C -3.931 -1.756 3.740
C -4.659 -2.591 2.942
C -4.357 -2.688 1.568
C -5.124 -3.499 0.706
H -5.372 -4.282 -1.257
H -3.325 -3.186 -2.126
H -2.054 -1.669 -0.716
H -2.441 -0.230 3.845
H -4.135 -1.693 4.800
H -5.468 -3.189 3.337
H -5.987 -4.005 1.112
```

total charge: +1
E: -4187.88757 a.u.
E_LUMO: -2.186 eV
orbital gap: 7.46 eV

A molecular structure, C23H9Cl2F7MoN2Se at a distorted geometry. Source: the OMol25 dataset; level of theory: wB97M-V/def2-TZVPD.

```
45
Properties=species:S:1:pos:R:3
Mo 0.512 0.194 -0.313
F 0.297 1.728 -5.569
C -0.108 1.928 -4.309
C 0.358 1.099 -3.307
C -0.039 1.312 -1.992
C -0.918 2.387 -1.711
C -1.375 3.180 -2.759
F -2.226 4.199 -2.521
C -0.985 2.970 -4.062
C -1.266 2.541 -0.303
C -2.260 3.351 0.233
C -2.511 3.325 1.592
C -1.753 2.490 2.410
C -0.776 1.722 1.830
N -0.532 1.722 0.504
H 1.034 0.289 -3.551
H -1.340 3.612 -4.856
H -2.843 3.990 -0.411
H -3.286 3.945 2.019
H -1.912 2.447 3.478
H -0.140 1.073 2.420
F 4.079 -2.377 5.264
C 3.751 -1.591 4.243
C 2.560 -1.786 3.569
F 1.727 -2.756 3.943
C 2.238 -0.954 2.514
F 1.035 -1.111 1.925
C 3.073 0.058 2.075
Se 2.668 1.177 0.596
C 4.255 0.246 2.791
F 5.075 1.236 2.436
C 4.594 -0.556 3.863
F 5.720 -0.351 4.541
Cl -2.267 -1.033 0.421
C -1.919 -2.408 -0.574
C -2.855 -3.402 -0.759
C -2.543 -4.471 -1.587
C -1.310 -4.528 -2.219
C -0.377 -3.529 -2.015
Cl 1.147 -3.584 -2.821
C -0.645 -2.432 -1.179
N 0.219 -1.417 -0.949
H -3.818 -3.333 -0.272
H -3.271 -5.253 -1.749
H -1.063 -5.350 -2.876
```

E: -5080.41563 a.u.
E_LUMO (spin up / spin down): -1.135 / -1.116 eV
orbital gap (spin up / spin down): 6.45 / 6.43 eV